No. 1
Below is a 9-piece molecular cluster, C17H23Cl9F4O14 overall in a non-equilibrium geometry, with properties calculated with ωB97M-V with the def2-TZVPD basis set.

XYZ file:
```
67
Properties=species:S:1:pos:R:3
O -4.37 -1.79 -0.59
C -3.69 -2.54 -1.25
O -3.15 -3.67 -0.84
C -2.30 -4.25 -1.79
C -2.51 -3.40 -2.99
F -3.30 -4.02 -3.90
O -3.19 -2.29 -2.48
H -1.33 -4.10 -1.37
H -2.45 -5.33 -1.98
H -1.70 -2.95 -3.55
O -1.12 0.69 -2.34
C -0.53 1.36 -3.13
O -0.83 1.46 -4.46
C 0.27 2.14 -5.13
C 0.96 2.84 -3.97
F 0.64 4.18 -3.77
O 0.55 2.15 -2.84
H 0.89 1.38 -5.67
H -0.13 2.84 -5.89
H 2.05 2.71 -4.01
O -1.04 4.81 -1.73
C -0.34 4.83 -0.78
O -0.56 4.39 0.46
C 0.57 4.45 1.25
C 1.61 4.78 0.24
F 2.16 3.46 -0.16
O 1.04 5.31 -0.88
H 0.57 5.35 1.91
H 0.77 3.60 1.88
H 2.48 5.32 0.60
O 1.72 -4.70 3.17
C 0.75 -4.31 3.73
O -0.49 -4.66 3.33
C -1.47 -4.12 4.19
C -0.64 -3.08 5.10
F -0.76 -3.48 6.43
O 0.71 -3.37 4.70
H -2.34 -3.80 3.61
H -1.74 -4.80 5.01
H -0.75 -2.00 5.04
Cl -3.53 3.05 -0.76
C -4.46 1.60 -0.71
Cl -5.97 1.80 -1.54
Cl -4.83 1.17 0.99
H -3.81 0.83 -1.08
Cl -0.74 1.19 0.84
C -0.23 -0.49 0.74
Cl -1.49 -1.59 1.34
Cl 1.26 -0.74 1.76
H 0.05 -0.67 -0.29
Cl 2.65 -0.29 -1.94
C 3.79 0.99 -1.38
Cl 4.52 1.82 -2.76
Cl 5.05 0.27 -0.41
H 3.23 1.70 -0.79
C 1.25 -3.97 0.27
O 0.78 -2.97 -0.67
H 2.03 -3.74 0.98
H 0.39 -4.34 0.86
H 1.73 -4.87 -0.19
H 1.57 -2.60 -1.06
C 3.29 2.72 3.80
O 3.05 3.40 2.54
H 2.93 3.30 4.66
H 2.74 1.74 3.74
H 4.32 2.49 4.04
H 3.41 2.83 1.85
```

Summary:
gap between HOMO and LUMO: 10.338 eV
charge: 0
energy: -6256.12457 hartree
SMILES string: O=C1OC[C@@H](F)O1.O=C1OC[C@@H](F)O1.O=C1OC[C@@H](F)O1.O=C1OC[C@@H](F)O1.ClC(Cl)Cl.ClC(Cl)Cl.ClC(Cl)Cl.CO.CO
highest occupied orbital energy: -10.20 eV

=====

No. 2
Below is C39H36EuN5O5PS3 as an isolated structure in a non-equilibrium geometry, with properties calculated with ωB97M-V with the def2-TZVPD basis set.

XYZ file:
```
90
Properties=species:S:1:pos:R:3
Eu -8.33 12.15 19.03
C -7.89 9.29 16.40
N -7.44 9.41 17.76
C -5.94 9.54 17.73
C -5.36 10.86 17.34
N -5.62 12.01 18.25
C -4.62 11.93 19.33
C -5.46 13.25 17.51
C -4.80 13.22 16.28
C -4.73 14.40 15.51
C -5.31 15.57 15.97
C -5.93 15.63 17.26
C -6.09 14.48 18.05
S -6.79 14.58 19.60
C -7.94 8.34 18.63
C -8.45 7.12 18.20
C -9.00 6.18 19.12
C -9.02 6.45 20.46
C -8.41 7.58 20.91
C -7.93 8.58 20.05
S -7.20 10.02 20.64
H -7.44 8.45 15.88
H -7.58 10.17 15.88
H -8.99 9.25 16.37
H -5.46 8.75 17.11
H -5.49 9.31 18.72
H -5.75 11.13 16.30
H -4.24 10.77 17.22
H -3.61 11.76 18.99
H -4.89 11.07 19.99
H -4.74 12.86 19.84
H -4.32 12.31 15.84
H -4.45 14.36 14.45
H -5.29 16.43 15.33
H -6.33 16.58 17.55
H -8.60 6.87 17.16
H -9.50 5.32 18.71
H -9.49 5.75 21.22
H -8.37 7.81 21.94
O -12.93 12.20 19.51
C -11.76 12.47 19.73
O -10.80 12.37 18.91
C -11.40 12.98 21.16
P -9.84 12.16 21.86
C -9.82 12.96 23.49
C -10.98 13.15 24.26
C -10.93 13.78 25.48
C -9.74 14.39 25.92
C -8.61 14.24 25.14
C -8.61 13.53 23.96
C -10.56 10.48 22.28
C -10.73 10.06 23.62
C -11.41 8.79 23.80
C -11.83 8.04 22.76
C -11.57 8.43 21.44
C -10.93 9.65 21.23
H -12.25 12.67 21.80
H -11.26 14.05 21.19
H -11.91 12.63 23.97
H -11.85 13.99 26.06
H -9.65 14.92 26.86
H -7.73 14.78 25.49
H -7.72 13.49 23.34
H -10.55 10.72 24.50
H -11.50 8.41 24.83
H -12.23 7.06 22.94
H -11.86 7.82 20.60
H -10.66 9.89 20.23
O -7.32 12.74 9.20
S -8.45 12.06 8.64
O -9.31 12.92 7.86
O -8.11 10.77 8.06
C -9.54 11.53 9.99
N -10.70 10.93 9.60
C -11.51 10.63 10.57
C -11.20 10.80 11.91
C -10.02 11.42 12.23
N -9.16 11.75 11.25
C -9.62 11.79 13.66
C -8.42 12.47 13.92
C -8.07 12.68 15.23
N -8.87 12.33 16.29
C -10.08 11.80 15.98
C -10.51 11.53 14.70
H -12.50 10.27 10.24
H -11.89 10.52 12.61
H -7.78 12.80 13.17
H -7.15 13.14 15.55
H -10.75 11.61 16.90
H -11.52 11.06 14.59
```

Summary:
2S+1: 8
gap between HOMO and LUMO (alpha / beta): 6.354 / 6.654 eV
charge: -2
energy: -4404.16435 hartree
ΔE to the lowest compared entry with this formula, charge and spin: 0.00 kJ/mol
highest occupied orbital energy (alpha / beta): -2.70 / -3.00 eV
<S²>: 15.76

=====

No. 3
Below is an isolated molecule of C4H8O3, with properties calculated with ωB97M-V with the def2-TZVPD basis set.

XYZ file:
```
15
Properties=species:S:1:pos:R:3
C -2.65 -0.23 -0.01
O -1.54 0.59 0.32
C -0.34 0.09 -0.01
O -0.24 -0.98 -0.62
C 0.82 0.82 0.46
C 2.02 0.48 -0.34
O 2.23 -0.93 0.24
H -2.55 -1.22 0.45
H -3.52 0.29 0.40
H -2.75 -0.35 -1.09
H 0.68 1.83 0.84
H 1.54 -0.39 1.07
H 1.92 0.34 -1.41
H 2.92 1.05 -0.09
H 1.47 -1.39 -0.21
```

Summary:
gap between HOMO and LUMO: 9.666 eV
charge: 0
energy: -382.84275 hartree
ΔE to the lowest compared entry with this formula, charge and spin: 320.50 kJ/mol
highest occupied orbital energy: -8.77 eV

=====

No. 4
Below is a 2-piece molecular cluster, C3H3N3O overall in a non-equilibrium geometry, with properties calculated with ωB97M-V with the def2-TZVPD basis set.

XYZ file:
```
10
Properties=species:S:1:pos:R:3
N 2.10 0.08 0.19
C 1.04 -0.51 0.19
C -0.10 -1.18 0.34
C -1.40 -0.53 0.52
O -2.41 -1.16 0.76
H 2.50 0.37 -0.70
H -0.05 -2.27 0.35
H -1.43 0.57 0.42
N 0.32 2.09 -1.28
N -0.56 2.54 -0.78
```

Summary:
gap between HOMO and LUMO: 10.383 eV
charge: 0
energy: -355.60912 hartree
ΔE to the lowest compared entry with this formula, charge and spin: 80.77 kJ/mol
SMILES string: N=C=CC=O.N#N
highest occupied orbital energy: -9.76 eV

=====

No. 5
Below is a 5-piece molecular cluster, C33H56O12 overall in a non-equilibrium geometry, with properties calculated with ωB97M-V with the def2-TZVPD basis set.

XYZ file:
```
101
Properties=species:S:1:pos:R:3
C 2.25 -0.63 1.95
C 2.13 0.76 1.11
C 2.87 1.98 1.74
C 2.78 3.33 0.97
C 2.02 3.43 -0.37
C 1.29 2.19 -0.96
C 1.33 0.82 -0.24
C 0.60 -0.43 -0.91
C -0.98 -0.47 -0.71
C -1.56 -1.08 0.45
C -3.16 -1.12 0.55
O -3.74 -2.09 1.11
C -4.03 0.06 -0.12
C -5.43 0.51 0.53
C -5.17 1.96 1.23
O -5.79 3.06 0.49
C -4.83 3.72 -0.34
O -4.00 4.56 0.08
C -3.45 0.67 -1.28
C -2.02 0.13 -1.78
O -1.69 0.14 -3.01
H 1.25 -1.20 1.94
H 3.05 -1.28 1.43
H 2.61 -0.46 3.02
H 3.42 1.86 2.74
H 3.29 4.26 1.42
H 1.96 4.42 -0.92
H 0.73 2.23 -1.96
H 1.02 -1.39 -0.44
H 0.78 -0.39 -2.05
H -0.94 -1.55 1.28
H -6.28 0.57 -0.23
H -5.71 -0.19 1.38
H -5.49 1.96 2.32
H -4.04 2.15 1.20
H -4.83 3.52 -1.47
H -4.00 1.50 -1.83
C 6.79 -0.01 0.88
O 6.25 0.27 2.16
C 7.10 -0.18 3.22
C 7.87 0.97 3.85
O 8.82 1.52 2.94
C 8.39 2.74 2.36
H 6.19 0.51 0.13
H 7.83 0.33 0.79
H 6.74 -1.09 0.68
H 7.79 -0.96 2.86
H 6.45 -0.63 3.98
H 8.42 0.60 4.71
H 7.18 1.75 4.20
H 8.41 3.53 3.11
H 7.38 2.65 1.95
H 9.07 3.00 1.55
C -6.89 -2.83 1.70
O -7.75 -2.02 2.48
C -8.95 -2.70 2.84
C -8.92 -3.17 4.29
O -7.96 -4.21 4.47
C -6.76 -3.74 5.08
H -5.92 -2.33 1.61
H -6.72 -3.81 2.16
H -7.30 -2.96 0.69
H -9.15 -3.54 2.16
H -9.77 -1.98 2.73
H -9.89 -3.59 4.55
H -8.72 -2.33 4.97
H -6.95 -3.52 6.14
H -6.37 -2.85 4.58
H -6.01 -4.53 5.02
C 7.27 3.20 -1.46
O 8.50 2.52 -1.25
C 8.69 1.45 -2.18
C 9.69 1.83 -3.26
O 9.16 2.84 -4.12
C 9.69 4.12 -3.83
H 7.27 4.10 -0.85
H 7.15 3.50 -2.51
H 6.43 2.57 -1.16
H 7.74 1.13 -2.61
H 9.09 0.60 -1.61
H 9.88 0.95 -3.89
H 10.64 2.15 -2.83
H 10.73 4.18 -4.16
H 9.62 4.36 -2.77
H 9.11 4.87 -4.39
C -6.37 -4.50 -4.87
O -5.45 -3.44 -5.10
C -6.05 -2.16 -4.95
C -5.66 -1.52 -3.62
O -6.24 -2.21 -2.52
C -5.30 -3.05 -1.86
H -5.82 -5.43 -4.82
H -6.91 -4.36 -3.92
H -7.09 -4.56 -5.69
H -7.14 -2.22 -5.05
H -5.67 -1.53 -5.77
H -6.06 -0.50 -3.60
H -4.57 -1.46 -3.52
H -4.60 -2.43 -1.30
H -4.76 -3.69 -2.56
H -5.85 -3.68 -1.16
```

Summary:
gap between HOMO and LUMO: 7.237 eV
charge: 0
energy: -2193.41702 hartree
SMILES string: Cc1ccccc1CC1=CC(=O)C(CCOC=O)=CC1=O.COCCOC.COCCOC.COCCOC.COCCOC
highest occupied orbital energy: -8.68 eV

=====

No. 6
Below is a 2-piece molecular cluster, C3H4N3S overall in a non-equilibrium geometry, with properties calculated with ωB97M-V with the def2-TZVPD basis set.

XYZ file:
```
11
Properties=species:S:1:pos:R:3
C -0.88 0.26 -0.09
C 0.72 -0.12 -1.53
C 1.21 1.22 -0.81
N -0.51 -0.55 -1.02
N 0.16 1.35 -0.01
N 1.23 -0.57 -2.61
S -0.56 -0.52 2.41
H -1.92 0.29 0.37
H 0.18 1.93 0.80
H 0.76 -1.44 -2.96
H 0.14 0.20 3.26
```

Summary:
gap between HOMO and LUMO: 6.964 eV
charge: -1
energy: -679.11828 hartree
ΔE to the lowest compared entry with this formula, charge and spin: 263.54 kJ/mol
highest occupied orbital energy: -3.62 eV

=====

The highest energy belongs to which entry? C3H3N3O

=====

What did the third record say?
Below is an isolated molecule of C4H8O3, with properties calculated with ωB97M-V with the def2-TZVPD basis set.

XYZ file:
```
15
Properties=species:S:1:pos:R:3
C -2.65 -0.23 -0.01
O -1.54 0.59 0.32
C -0.34 0.09 -0.01
O -0.24 -0.98 -0.62
C 0.82 0.82 0.46
C 2.02 0.48 -0.34
O 2.23 -0.93 0.24
H -2.55 -1.22 0.45
H -3.52 0.29 0.40
H -2.75 -0.35 -1.09
H 0.68 1.83 0.84
H 1.54 -0.39 1.07
H 1.92 0.34 -1.41
H 2.92 1.05 -0.09
H 1.47 -1.39 -0.21
```

Summary:
gap between HOMO and LUMO: 9.666 eV
charge: 0
energy: -382.84275 hartree
ΔE to the lowest compared entry with this formula, charge and spin: 320.50 kJ/mol
highest occupied orbital energy: -8.77 eV

=====

Which of these has the lowest charge? C39H36EuN5O5PS3

=====

The lowest energy belongs to which entry? C17H23Cl9F4O14